Record 1
The following is a quantum chemistry calculation of a structure of composition C3H8CrO3, from the OMol25 dataset.

Calculated total energy ... -37793.030 eV
Largest force on an atom ... 4.0 eV/Å
<S²> ... 8.763
E_HOMO (spin up / spin down) ... -14.0 / -14.9 eV
Charge ... +1
Multiplicity ... 6

Last column: Löwdin spin population.
Atoms and positions in Å:
H 1.5930 2.3771 0.3114  0.01
O 2.9436 1.3759 0.1422  1.01
O 0.5569 1.8274 -0.2830  0.03
C -0.6116 1.4216 0.3738  0.00
C -1.0186 0.0292 -0.0557  0.01
O 0.1684 -0.7585 -0.1318  0.05
C -0.0630 -2.1657 -0.2182  0.01
Cr 1.7595 0.2315 -0.7446  3.87
H -1.4192 2.1495 0.2123  0.00
H -0.3626 1.4312 1.4549  0.00
H -1.5146 0.0380 -1.0376  0.00
H -1.7050 -0.4028 0.6855  0.00
H 0.9120 -2.6601 -0.2767  0.00
H -0.5873 -2.5024 0.6847  0.00
H -0.6516 -2.3919 -1.1173  0.00

Cartesian forces (eV/Å) of the 2 atoms listed first:
H -2.55 -2.46 -1.88
O 0.93 1.47 0.66

Record 2
The following is a quantum chemistry calculation of a cluster of 8 separate species, C49H46BN2O29 in total, from the OMol25 dataset.

Calculated total energy ... -114584.931 eV
Largest force on an atom ... 1.4 eV/Å
E_HOMO ... -10.6 eV
Charge ... +1

Last column: Mulliken charge in e.
Atoms and positions in Å:
C -5.7729 1.2651 2.7222  -1.12
N -4.6500 0.6669 3.5043  0.24
C -4.5153 -0.7617 3.0611  -1.36
B -4.9917 0.6371 4.9070  0.44
O -5.8532 -0.2995 5.4367  -0.53
C -4.2648 1.6910 5.9045  -0.37
C -3.3434 2.6914 5.1979  -0.02
C -3.0125 3.9447 6.0371  -0.91
C -3.1375 3.5839 7.5200  -0.56
C -4.6189 3.3881 7.8018  -0.73
N -5.2439 2.3731 6.8501  0.03
H -5.9349 0.6604 1.8323  0.44
H -5.5064 2.2600 2.3617  0.27
H -6.7211 1.2980 3.2692  0.36
H -3.8871 -1.2984 3.7694  0.44
H -5.4910 -1.2465 2.9840  0.48
H -4.0608 -0.7848 2.0714  0.29
H -6.5926 0.0033 5.9696  0.32
H -3.6495 1.0682 6.5600  0.16
H -3.7094 2.9821 4.2144  0.17
H -2.4133 2.1405 5.0467  0.16
H -2.0275 4.3224 5.7799  0.39
H -3.7754 4.7076 5.8560  0.35
H -2.5442 2.7006 7.7594  0.33
H -2.8270 4.4079 8.1625  0.38
H -4.7966 3.0986 8.8348  0.33
H -5.1204 4.3344 7.6075  0.37
H -5.6825 1.6444 7.4112  0.38
H -5.9753 2.8311 6.3098  0.41
C -0.2719 1.9320 0.6261  -0.85
C -1.0849 1.5325 1.6113  0.37
C -0.7232 0.4066 2.5566  1.00
O -1.5554 0.1818 3.4247  -0.44
C 0.5174 -0.2952 2.3786  -1.30
C 1.3371 0.0960 1.3863  -0.02
C 0.9953 1.2481 0.4550  1.14
O 1.8218 1.5184 -0.3931  -0.66
O 2.4978 -0.4706 1.1318  -0.37
O -2.2787 2.0675 1.8602  -0.66
H -0.5170 2.7369 -0.0538  0.70
H 0.7557 -1.1099 3.0480  0.48
H 2.8858 0.0117 0.3702  0.35
H -2.6587 1.5583 2.6131  0.11
C 5.1644 -2.1715 1.8345  -0.99
C 5.9429 -1.1588 1.4348  0.31
C 7.4465 -1.1783 1.5981  1.03
O 8.0497 -0.2040 1.1856  -0.66
C 8.0576 -2.3300 2.2244  -0.91
C 7.2792 -3.3444 2.6248  0.21
C 5.7780 -3.3314 2.4424  1.13
O 5.1659 -4.3138 2.8264  -0.71
O 7.7466 -4.4394 3.2115  -0.60
O 5.4736 -0.0573 0.8600  -0.53
H 4.0921 -2.1582 1.7111  0.56
H 9.1289 -2.3325 2.3553  0.42
H 6.9726 -5.0085 3.3923  0.38
H 6.2564 0.5004 0.6723  0.37
C -3.1579 4.7846 -4.1311  -0.98
C -2.0571 4.2963 -3.5409  0.22
C -1.6161 4.7354 -2.1618  1.02
O -0.6096 4.2076 -1.7146  -0.68
C -2.3911 5.7344 -1.4646  -1.20
C -3.4903 6.2276 -2.0549  0.41
C -3.9471 5.7692 -3.4267  1.09
O -4.9702 6.2770 -3.8493  -0.64
O -4.2725 7.1433 -1.5102  -0.59
O -1.2626 3.3941 -4.0976  -0.57
H -3.4818 4.4739 -5.1160  0.73
H -2.0583 6.0539 -0.4871  0.45
H -4.9854 7.3062 -2.1628  0.38
H -0.5462 3.2245 -3.4540  0.36
C 9.2522 -1.2649 8.2210  -0.99
C 9.3078 -0.9087 6.9299  0.36
C 9.5903 -1.9074 5.8275  1.04
O 9.5946 -1.4709 4.6883  -0.63
C 9.8309 -3.2866 6.1784  -1.01
C 9.7791 -3.6439 7.4709  0.37
C 9.4730 -2.6505 8.5738  1.02
O 9.4330 -3.0907 9.7081  -0.62
O 9.9829 -4.8764 7.9018  -0.57
O 9.1224 0.3285 6.4965  -0.57
H 9.0498 -0.5596 9.0143  0.43
H 10.0430 -3.9893 5.3849  0.47
H 9.8816 -4.8444 8.8748  0.37
H 9.2220 0.2900 5.5235  0.36
C 5.8055 -6.6446 0.2437  -0.97
C 5.7664 -6.2361 -1.0318  0.26
C 6.0677 -7.1653 -2.1888  0.95
O 5.9826 -6.6864 -3.3057  -0.64
C 6.4336 -8.5343 -1.9029  -1.05
C 6.4776 -8.9426 -0.6257  0.33
C 6.1530 -8.0185 0.5300  1.02
O 6.2097 -8.4986 1.6481  -0.65
O 6.8019 -10.1705 -0.2564  -0.56
O 5.4645 -5.0003 -1.4024  -0.54
H 5.5886 -5.9886 1.0750  0.65
H 6.6620 -9.1879 -2.7327  0.43
H 6.7486 -10.1832 0.7204  0.38
H 5.5131 -4.9979 -2.3805  0.38
C -3.8654 5.2880 -8.8060  -1.11
C -3.6868 5.5429 -10.1124  0.40
C -3.3255 4.4570 -11.1082  0.96
O -3.2061 4.8044 -12.2683  -0.62
C -3.1444 3.1059 -10.6271  -0.91
C -3.3188 2.8530 -9.3209  0.19
C -3.7047 3.9360 -8.3340  1.17
O -3.8567 3.5831 -7.1742  -0.70
O -3.1814 1.6556 -8.7784  -0.56
O -3.8087 6.7416 -10.6500  -0.57
H -4.1275 6.0558 -8.0916  0.48
H -2.8712 2.3399 -11.3389  0.47
H -3.3697 1.7618 -7.8250  0.37
H -3.6295 6.6295 -11.6065  0.38
C -5.4880 -2.1294 -7.8233  -0.94
C -5.8785 -0.9766 -8.3854  -0.04
C -7.2413 -0.8069 -9.0244  1.18
O -7.4879 0.2936 -9.4859  -0.64
C -8.1440 -1.9343 -9.0493  -1.04
C -7.7533 -3.0893 -8.4898  0.33
C -6.3992 -3.2525 -7.8293  1.06
O -6.1600 -4.3406 -7.3373  -0.63
O -8.4992 -4.1807 -8.4579  -0.56
O -5.1280 0.1135 -8.4396  -0.34
H -4.5181 -2.2586 -7.3644  0.44
H -9.1087 -1.8100 -9.5202  0.43
H -7.9679 -4.8586 -7.9933  0.38
H -5.6774 0.7811 -8.9015  0.39

Cartesian forces (eV/Å) of the 2 atoms listed first:
C 0.45 0.40 -0.13
N -0.43 -1.28 -0.28

Record 3
The following is a quantum chemistry calculation of a structure of composition C17H9Cl5CuN3, from the OMol25 dataset.

Calculated total energy ... -129488.307 eV
Largest force on an atom ... 3.5 eV/Å
<S²> ... 0.754
E_HOMO (spin up / spin down) ... -11.8 / -11.8 eV
Charge ... +1
Multiplicity ... 2

Last column: Löwdin spin population.
Atoms and positions in Å:
Cu -0.3482 0.5262 -1.4009  0.60
Cl 1.5590 -0.5467 -3.1562  0.04
C 0.5452 -1.7955 -2.5273  0.03
C -0.4113 -1.3394 -1.6537  0.15
C -1.1421 -2.3118 -1.0234  0.03
Cl -2.2605 -1.6899 0.1097  0.02
C -0.8313 -3.6398 -1.1939  0.00
Cl -1.7507 -4.7920 -0.2937  0.00
C 0.1156 -4.1077 -2.1745  0.00
Cl 0.2724 -5.7535 -2.3656  0.00
C 0.7169 -3.1288 -2.9137  0.00
Cl 1.7971 -3.5486 -4.2050  0.00
C 1.0926 -2.0496 3.5037  0.00
C 1.6394 -2.0419 2.1970  0.00
C 1.4844 -1.0697 1.3111  0.00
C 0.6399 0.0241 1.6859  0.00
C 0.0595 0.0407 2.9587  0.00
C 0.3862 -0.9401 3.8499  0.00
N 0.2464 0.9245 0.6974  0.07
N 0.0897 2.0751 1.1179  0.01
C -0.3259 2.9879 0.1058  0.01
C -0.4672 4.2764 0.4808  0.00
C -0.8171 5.1574 -0.5277  0.00
C -1.1798 4.7642 -1.7744  0.00
C -1.1661 3.3641 -2.0766  0.01
N -0.6685 2.5312 -1.1301  0.01
H 1.4190 -2.8199 4.1733  0.00
H 2.1266 -2.9500 1.9285  0.00
H 1.9311 -1.1066 0.2944  0.00
H -0.6428 0.7757 3.3029  0.00
H 0.0192 -0.8628 4.8214  0.00
H -0.2184 4.4267 1.5023  0.00
H -0.8143 6.1524 -0.1482  0.00
H -1.7067 5.5197 -2.3721  0.00
H -1.3893 2.9481 -3.1034  0.00

Cartesian forces (eV/Å) of the 2 atoms listed first:
Cu -0.16 0.62 0.87
Cl 0.37 0.49 -0.43

Copy entry 3 word for word.
The following is a quantum chemistry calculation of a structure of composition C17H9Cl5CuN3, from the OMol25 dataset.

Calculated total energy ... -129488.307 eV
Largest force on an atom ... 3.5 eV/Å
<S²> ... 0.754
E_HOMO (spin up / spin down) ... -11.8 / -11.8 eV
Charge ... +1
Multiplicity ... 2

Last column: Löwdin spin population.
Atoms and positions in Å:
Cu -0.3482 0.5262 -1.4009  0.60
Cl 1.5590 -0.5467 -3.1562  0.04
C 0.5452 -1.7955 -2.5273  0.03
C -0.4113 -1.3394 -1.6537  0.15
C -1.1421 -2.3118 -1.0234  0.03
Cl -2.2605 -1.6899 0.1097  0.02
C -0.8313 -3.6398 -1.1939  0.00
Cl -1.7507 -4.7920 -0.2937  0.00
C 0.1156 -4.1077 -2.1745  0.00
Cl 0.2724 -5.7535 -2.3656  0.00
C 0.7169 -3.1288 -2.9137  0.00
Cl 1.7971 -3.5486 -4.2050  0.00
C 1.0926 -2.0496 3.5037  0.00
C 1.6394 -2.0419 2.1970  0.00
C 1.4844 -1.0697 1.3111  0.00
C 0.6399 0.0241 1.6859  0.00
C 0.0595 0.0407 2.9587  0.00
C 0.3862 -0.9401 3.8499  0.00
N 0.2464 0.9245 0.6974  0.07
N 0.0897 2.0751 1.1179  0.01
C -0.3259 2.9879 0.1058  0.01
C -0.4672 4.2764 0.4808  0.00
C -0.8171 5.1574 -0.5277  0.00
C -1.1798 4.7642 -1.7744  0.00
C -1.1661 3.3641 -2.0766  0.01
N -0.6685 2.5312 -1.1301  0.01
H 1.4190 -2.8199 4.1733  0.00
H 2.1266 -2.9500 1.9285  0.00
H 1.9311 -1.1066 0.2944  0.00
H -0.6428 0.7757 3.3029  0.00
H 0.0192 -0.8628 4.8214  0.00
H -0.2184 4.4267 1.5023  0.00
H -0.8143 6.1524 -0.1482  0.00
H -1.7067 5.5197 -2.3721  0.00
H -1.3893 2.9481 -3.1034  0.00

Cartesian forces (eV/Å) of the 2 atoms listed first:
Cu -0.16 0.62 0.87
Cl 0.37 0.49 -0.43

Question: What is the formula in the third record?
Answer: C17H9Cl5CuN3

Question: Which of these has the lowest largest force on an atom?
Answer: C49H46BN2O29